No. 1
Formula: C4H6N4
Source: OMol25
Level of theory: the ωB97M-V functional and the def2-TZVPD basis

- ΔE to the lowest compared entry with this formula, charge and spin: 255.6 kJ/mol
- Multiplicity: 1
- Highest occupied orbital energy: -8.52 eV

Geometry as XYZ:
```
14
Properties=species:S:1:pos:R:3:lowdin_charge:R:1
C -1.0801 -2.0041 -0.4218 -0.038
C 0.3765 -0.4622 0.8442 -0.073
C 0.9079 0.7775 1.0210 -0.023
C 0.6617 1.7676 -0.0282 -0.437
H -1.8080 -2.2052 0.3755 0.093
H -1.5506 -1.9849 -1.4080 0.088
H -0.3344 -2.7649 -0.4613 0.073
H 0.4825 -1.3329 1.5633 0.145
H 1.5479 0.9563 1.9084 0.116
H 0.8552 3.5064 -0.7394 0.029
N -0.4201 -0.7169 -0.2494 -0.196
N 1.1626 2.9373 0.0245 0.111
N -0.1593 1.3498 -1.1720 0.069
N -0.6417 0.1760 -1.2566 0.043
```

No. 2
Formula: C17H32CoIN6O2S
Source: OMol25
Level of theory: the ωB97M-V functional and the def2-TZVPD basis

- ΔE to the lowest compared entry with this formula, charge and spin: 116.5 kJ/mol
- Net charge: +1
- Multiplicity: 2
- Highest occupied orbital energy (alpha / beta): -10.45 / -10.38 eV

Geometry as XYZ:
```
60
Properties=species:S:1:pos:R:3:lowdin_spin:R:1
Co -0.4835 -0.2908 0.6119 1.001
C 1.6177 -2.4910 -1.5272 0.000
C 2.0352 -2.5540 -0.0637 0.003
N 1.4526 -1.5365 0.8377 0.023
C 2.4070 -0.5666 1.3943 0.001
C 2.2088 0.7949 0.7495 0.000
N 0.8235 1.2936 0.8850 -0.007
C 0.6036 2.1545 2.0675 -0.001
C 0.4742 1.4215 3.4032 0.000
C -0.8626 0.7316 3.5999 0.001
N -1.1459 -0.3062 2.5903 0.004
C -1.1250 -1.6987 3.0555 -0.001
C -1.3845 -2.6100 1.8215 -0.005
N -1.5939 -1.8673 0.5789 -0.050
C 0.1202 -2.5722 -1.8008 0.000
H 2.0999 -3.3423 -2.0166 0.000
H 2.0375 -1.5977 -1.9998 0.000
H 3.1232 -2.4588 -0.0401 0.001
H 1.8088 -3.5482 0.3287 0.000
H 0.9801 -2.0176 1.5888 0.000
H 3.4362 -0.8864 1.2109 0.000
H 2.2877 -0.5186 2.4742 0.000
H 2.3986 0.6907 -0.3204 0.000
H 2.9244 1.5186 1.1523 0.000
H 0.6551 1.8593 0.0566 0.000
H -0.3119 2.7248 1.8903 0.000
H 1.4251 2.8743 2.1331 0.000
H 0.5816 2.1663 4.1954 0.000
H 1.2960 0.7191 3.5443 0.000
H -1.6437 1.4919 3.5164 0.000
H -0.9331 0.3095 4.6054 0.000
H -2.0857 -0.1344 2.2478 0.000
H -1.8774 -1.8469 3.8364 0.000
H -0.1520 -1.9007 3.5139 0.000
H -2.2252 -3.2747 2.0318 -0.002
H -0.5217 -3.2777 1.6981 0.000
H -2.5681 -1.5837 0.5162 -0.002
H -0.0754 -3.0256 -2.7694 0.000
H -0.4179 -3.1484 -1.0497 0.000
O 0.7116 1.6529 -1.9545 -0.001
N 0.7146 0.9647 -3.0690 0.000
C 1.3436 1.5125 -4.1349 0.000
C 1.3778 0.8886 -5.3554 0.000
C 0.7304 -0.3289 -5.5101 0.000
C 0.0904 -0.8728 -4.4180 0.001
C 0.0984 -0.2433 -3.1782 0.001
S -0.7261 -0.9675 -1.7602 0.006
H 1.7952 2.4690 -3.9238 0.000
H 1.8920 1.3681 -6.1755 0.000
H 0.7153 -0.8344 -6.4653 0.000
H -0.4459 -1.8063 -4.5098 0.000
N -1.8237 2.7681 -0.9419 -0.001
C -2.5705 2.1450 -0.0288 0.002
O -2.2800 1.0463 0.4544 0.020
C -3.8186 2.8484 0.4310 0.001
I -3.3470 4.0507 2.1307 0.000
H -0.9599 2.3408 -1.2897 0.000
H -2.0969 3.6722 -1.2854 0.000
H -4.5516 2.1196 0.7553 0.000
H -4.2389 3.5107 -0.3191 0.000
```

No. 3
Formula: C2H3Br2N3
Source: OMol25
Level of theory: the ωB97M-V functional and the def2-TZVPD basis

- ΔE to the lowest compared entry with this formula, charge and spin: 224.5 kJ/mol
- Multiplicity: 1
- Highest occupied orbital energy: -10.14 eV

Geometry as XYZ:
```
10
Properties=species:S:1:pos:R:3:lowdin_charge:R:1
C 1.9284 -0.2892 0.8477 -0.158
C 0.9955 0.3444 0.0330 -0.601
N 2.0054 -1.5573 0.4511 0.002
N 1.1953 -1.7406 -0.4778 -0.048
N 0.5810 -0.6838 -0.8065 -0.014
Br -3.3386 -0.1303 -0.0416 0.256
Br 0.2868 2.2047 -0.1600 0.634
H 2.5922 0.0443 1.6092 0.096
H -1.8145 0.0056 -0.0591 -0.273
H 0.1067 -0.6244 -1.6237 0.107
```

No. 4
Formula: C6H9NO
Source: OMol25
Level of theory: the ωB97M-V functional and the def2-TZVPD basis

- ΔE to the lowest compared entry with this formula, charge and spin: 319.7 kJ/mol
- Multiplicity: 1
- Highest occupied orbital energy: -8.95 eV

Geometry as XYZ:
```
17
Properties=species:S:1:pos:R:3:lowdin_charge:R:1
C 0.5921 1.2245 1.0421 -0.125
C -1.1119 -0.6182 -0.8527 -0.151
C 0.6878 -0.2934 1.0854 -0.127
C -1.0175 -0.9957 0.5652 -0.057
C 0.3485 1.4378 -0.4346 -0.368
C 0.3439 0.0260 -1.0444 -0.360
N 1.2057 -0.3792 -1.8932 0.147
O 0.2728 2.4587 -1.0535 0.136
H 0.8255 -0.9650 -2.6347 0.055
H -0.2545 1.6198 1.6116 0.125
H 1.4992 1.7449 1.3682 0.129
H -1.1606 -1.4625 -1.5389 0.107
H -1.8968 0.1015 -1.0754 0.114
H 0.6016 -0.6974 2.0919 0.083
H 1.6459 -0.6889 0.7534 0.104
H -0.9253 -2.0618 0.7585 0.095
H -1.6566 -0.4512 1.2511 0.094
```

No. 5
Formula: C34H18F5NO6PS4Tb
Source: OMol25
Level of theory: the ωB97M-V functional and the def2-TZVPD basis

- Net charge: -2
- Multiplicity: 7
- Highest occupied orbital energy (alpha / beta): -1.56 / -1.57 eV

Geometry as XYZ:
```
70
Properties=species:S:1:pos:R:3:lowdin_spin:R:1
Tb 0.4043 0.4080 -0.2859 6.117
O -1.9124 -1.0354 5.7379 0.000
C -1.4657 -0.7076 4.4862 0.000
C -2.2728 -0.8403 3.3659 0.000
C -1.7351 -0.4977 2.1361 0.000
N -0.4900 -0.0584 2.0093 -0.012
C 0.2727 0.0969 3.0883 0.000
C -0.1694 -0.2264 4.3587 0.000
C 1.6746 0.6463 2.8025 -0.001
O 2.4696 0.6893 3.7373 0.000
O 1.8528 0.9738 1.5910 -0.013
C -2.5311 -0.5970 0.8354 -0.001
O -3.7264 -0.8634 0.9173 0.000
O -1.8312 -0.3857 -0.2009 -0.014
H -2.8210 -1.3466 5.6603 0.000
H -3.2950 -1.1897 3.4036 0.000
H 0.4899 -0.1036 5.2027 0.000
O 0.2364 5.5221 -5.2487 0.000
C 0.1066 4.6313 -4.4378 0.000
S 0.3363 2.9250 -4.7957 -0.001
C 0.0062 2.2868 -3.1872 0.000
C -0.2620 3.1980 -2.2296 0.000
S -0.6261 2.9291 -0.5324 -0.018
S -0.2458 4.8856 -2.7344 -0.001
S 0.0855 0.5389 -3.0531 -0.018
C 1.4761 -5.0092 -3.9391 0.000
C 0.7767 -5.7158 -2.9684 0.000
C 0.3977 -5.0844 -1.7971 0.000
C 0.7254 -3.7475 -1.5716 -0.001
C 1.4169 -3.0476 -2.5511 0.000
C 1.7895 -3.6770 -3.7315 0.000
P 0.2123 -2.8281 -0.0727 -0.008
C 1.1392 -3.5506 1.3291 -0.001
C 1.8872 -2.6591 2.0884 0.000
C 2.5830 -3.0802 3.2116 0.000
C 2.5432 -4.4148 3.5788 0.000
C 1.8122 -5.3224 2.8217 0.000
C 1.1131 -4.8917 1.7073 0.000
C -1.4605 -3.5117 0.1801 -0.001
C -1.9148 -3.9596 1.4143 -0.001
C -3.2355 -4.3547 1.5790 0.000
C -4.1176 -4.2925 0.5151 -0.001
C -3.6754 -3.8276 -0.7171 0.000
C -2.3613 -3.4380 -0.8825 -0.001
H 1.7646 -5.4974 -4.8615 0.000
H 0.5158 -6.7539 -3.1307 0.000
H -0.1843 -5.6272 -1.0656 0.000
H 1.6800 -2.0040 -2.3977 0.000
H 2.3186 -3.1108 -4.4843 0.000
H 1.9582 -1.6245 1.7815 0.000
H 3.1488 -2.3571 3.7816 0.000
H 3.0805 -4.7522 4.4557 0.000
H 1.7818 -6.3665 3.1050 0.000
H 0.5313 -5.6041 1.1389 0.000
H -1.2399 -3.9947 2.2620 0.000
H -3.5736 -4.6935 2.5501 0.000
H -5.1527 -4.5798 0.6469 0.000
H -4.3656 -3.7343 -1.5446 0.000
H -2.0398 -3.0374 -1.8361 0.000
F 3.3433 -2.6651 -0.5134 0.000
C 3.7301 -1.3503 -0.5815 -0.001
C 2.8081 -0.3554 -0.8077 -0.017
C 3.3742 0.9008 -0.8963 -0.002
F 2.5451 1.9725 -1.1293 -0.005
C 4.7161 1.1917 -0.7133 0.000
F 5.1925 2.4516 -0.7753 0.000
C 5.5922 0.1442 -0.4708 0.000
F 6.9102 0.3795 -0.3118 0.000
C 5.0967 -1.1458 -0.4133 0.000
F 5.9497 -2.1733 -0.2000 0.000
```

No. 6
Formula: C25H27N4O
Source: OMol25
Level of theory: the ωB97M-V functional and the def2-TZVPD basis

- ΔE to the lowest compared entry with this formula, charge and spin: 403.4 kJ/mol
- Net charge: +1
- Multiplicity: 1
- Highest occupied orbital energy: -11.05 eV

Geometry as XYZ:
```
57
Properties=species:S:1:pos:R:3:lowdin_charge:R:1
C 0.9479 1.7731 -3.2006 0.031
O -0.3572 2.0276 -2.6222 -0.058
C -1.3102 1.1320 -2.7120 -0.005
C -2.6329 1.5532 -3.0207 -0.177
C -3.6092 0.5382 -3.1626 0.016
C -4.9344 0.8777 -3.3921 -0.032
C -5.3100 2.2240 -3.5119 -0.003
C -4.3320 3.2267 -3.4462 -0.036
C -3.0045 2.9177 -3.2042 0.032
H 1.4274 2.7559 -3.2264 0.114
H 1.5012 1.0872 -2.5439 0.094
H 0.8582 1.3550 -4.2143 0.116
H -1.0630 0.0596 -2.7409 0.114
H -3.2767 -0.4947 -3.0578 0.124
H -5.6889 0.0937 -3.4631 0.123
H -6.3574 2.4879 -3.6410 0.126
H -4.6221 4.2674 -3.5766 0.122
H -2.2281 3.6791 -3.1437 0.132
N -1.0634 -1.5511 -1.2566 0.212
N -0.5558 -1.6281 -0.2300 -0.160
N -0.1723 -1.8787 0.9189 0.111
C 0.9532 -1.0807 1.4058 -0.330
C 1.3472 -1.7098 2.7525 -0.152
C 2.6403 -1.6156 3.2782 -0.015
C 2.9667 -2.2740 4.4711 -0.069
C 2.0011 -3.0123 5.1581 -0.079
C 0.7014 -3.0906 4.6455 -0.062
C 0.3866 -2.4433 3.4462 -0.045
C 2.0733 -1.1489 0.3749 -0.188
C 2.2449 -2.3501 -0.3099 -0.029
C 3.1931 -2.4402 -1.3346 -0.060
C 4.0528 -1.3659 -1.5878 -0.084
C 3.9576 -0.2106 -0.8117 -0.081
C 2.9774 -0.1034 0.1824 -0.052
C 0.4026 0.3450 1.5641 -0.293
C -0.8138 0.4351 2.5193 -0.110
C -1.5834 1.6505 2.0057 -0.137
C -1.0846 1.9071 0.5642 -0.199
N -0.0939 0.8936 0.3534 -0.028
H 3.3966 -1.0354 2.7493 0.112
H 3.9841 -2.2165 4.8576 0.107
H 2.2509 -3.5235 6.0863 0.106
H -0.0770 -3.6605 5.1557 0.108
H -0.6182 -2.5390 3.0280 0.106
H 1.6615 -3.2250 -0.0112 0.127
H 3.2622 -3.3560 -1.9224 0.110
H 4.8044 -1.4364 -2.3759 0.107
H 4.6542 0.6149 -0.9618 0.107
H 2.9319 0.7864 0.8118 0.116
H 1.2093 0.9932 1.9624 0.150
H -1.3898 -0.4877 2.3758 0.106
H -0.5002 0.4949 3.5655 0.126
H -2.6583 1.4524 1.9939 0.109
H -1.3848 2.5258 2.6374 0.114
H -1.8922 1.8023 -0.1767 0.091
H -0.6891 2.9332 0.4446 0.117
H 0.5156 0.9874 -0.4501 0.095
```

Results for total energy: -10203.2902 -87741.1961 -146675.8623 -9902.2911 -137984.8062 -34361.4912 (in eV, following the order of the records).